This record from the Open Molecules 2025 dataset describes a cluster of 2 separate species, C3H6N2O in total. The level of theory is the ωB97M-V functional and the def2-TZVPD basis.

Summary:
E_HOMO: -0.3326 hartree
LUMO: -0.0399 Eh
SMILES: N#CC=O.CN
ΔE to the lowest compared entry with this formula, charge and spin: 235.1 kJ/mol

Geometry as ORCA input:
```
! wB97M-V def2-TZVPD RIJCOSX def2/J DEFGRID3
* xyz 0 1
C -0.689 1.021 -1.149
N 0.727 1.136 -0.832
C 0.403 -0.588 1.702
N 0.555 0.338 2.379
C 0.201 -1.845 0.954
O 0.308 -1.931 -0.240
H -1.348 0.779 -0.297
H -0.832 0.242 -1.904
H -1.040 1.965 -1.579
H 1.165 0.224 -0.810
H 0.862 1.564 0.077
H -0.050 -2.699 1.602
*
```



This record from the Open Molecules 2025 dataset describes an isolated molecule of C3H6N2O. The level of theory is the ωB97M-V functional and the def2-TZVPD basis.

Summary:
E_HOMO: -0.3549 hartree
LUMO: 0.0356 Eh
SMILES: C=NCC(N)=O
ΔE to the lowest compared entry with this formula, charge and spin: 215.6 kJ/mol

Geometry as ORCA input:
```
! wB97M-V def2-TZVPD RIJCOSX def2/J DEFGRID3
* xyz 0 1
C 1.934 0.027 -0.155
C -1.616 -0.227 0.004
C -0.354 -1.083 0.253
N 0.807 0.122 0.371
N -1.754 0.884 0.716
O -2.514 -0.681 -0.649
H 2.626 0.911 -0.312
H 2.114 -0.981 -0.707
H -0.559 -1.465 1.246
H -0.137 -1.781 -0.478
H -0.998 1.149 1.275
H -2.639 1.254 1.098
*
```



This record from the Open Molecules 2025 dataset describes a structure of composition C3H6N2O. The level of theory is the ωB97M-V functional and the def2-TZVPD basis.

Summary:
E_HOMO: -0.3512 hartree
LUMO: 0.0225 Eh
ΔE to the lowest compared entry with this formula, charge and spin: 453.5 kJ/mol

Geometry as ORCA input:
```
! wB97M-V def2-TZVPD RIJCOSX def2/J DEFGRID3
* xyz 0 1
N 0.588 1.350 0.904
C -0.011 0.685 -0.220
C 0.791 -0.579 -0.617
O 0.157 -1.531 0.214
C -1.193 -0.225 0.059
N -2.172 -0.887 -0.132
H -0.029 2.048 1.307
H 0.809 0.666 1.623
H -0.258 1.408 -1.005
H 0.704 -0.800 -1.692
H 1.848 -0.442 -0.357
H -1.233 -1.693 -0.084
*
```



This record from the Open Molecules 2025 dataset describes an isolated molecule of C3H6N2O. The level of theory is the ωB97M-V functional and the def2-TZVPD basis.

Summary:
E_HOMO: -0.3884 hartree
LUMO: 0.0209 Eh
SMILES: N#C[C@H](O)CN
ΔE to the lowest compared entry with this formula, charge and spin: 151.1 kJ/mol

Geometry as ORCA input:
```
! wB97M-V def2-TZVPD RIJCOSX def2/J DEFGRID3
* xyz 0 1
N 0.893 -0.559 -1.225
C -0.219 0.174 -0.650
C -0.437 -0.219 0.859
O 0.657 -0.812 1.495
C -0.782 1.067 1.496
N -1.051 2.158 1.764
H 0.578 -1.207 -1.935
H 1.570 0.064 -1.648
H -0.042 1.252 -0.721
H -1.166 -0.002 -1.176
H -1.308 -0.886 0.936
H 1.308 -1.031 0.805
*
```



This record from the Open Molecules 2025 dataset describes an isolated molecule of C3H6N2O. The level of theory is the ωB97M-V functional and the def2-TZVPD basis.

Summary:
E_HOMO: -0.3673 hartree
LUMO: 0.0304 Eh
SMILES: [H]/N=C(\C)NC=O
ΔE to the lowest compared entry with this formula, charge and spin: 86.2 kJ/mol

Geometry as ORCA input:
```
! wB97M-V def2-TZVPD RIJCOSX def2/J DEFGRID3
* xyz 0 1
C 1.226 -0.254 0.187
C -0.060 -0.538 -0.565
N -0.387 -1.614 -1.155
N -0.996 0.508 -0.521
C -0.974 1.298 0.632
O -1.887 1.386 1.411
H 1.939 -1.051 -0.014
H 1.064 -0.208 1.273
H 1.670 0.702 -0.111
H 0.362 -2.302 -1.089
H -1.929 0.222 -0.805
H -0.029 1.851 0.756
*
```



This record from the Open Molecules 2025 dataset describes an isolated molecule of C3H6N2O. The level of theory is the ωB97M-V functional and the def2-TZVPD basis.

Summary:
E_HOMO: -0.3669 hartree
LUMO: 0.0089 Eh
SMILES: C=N/N=C\CO
ΔE to the lowest compared entry with this formula, charge and spin: 449.1 kJ/mol

Geometry as ORCA input:
```
! wB97M-V def2-TZVPD RIJCOSX def2/J DEFGRID3
* xyz 0 1
C -1.496 0.145 0.277
C -0.563 1.158 -0.201
C 2.152 -0.544 0.004
H -0.707 -1.621 -0.222
H -1.277 -0.015 1.353
H -2.531 0.532 0.157
H -1.034 2.073 -0.332
H 2.527 -1.663 0.110
H 3.000 0.112 -0.608
N 0.695 1.156 -0.241
N 0.842 -0.234 0.127
O -1.608 -1.099 -0.424
*
```



This record from the Open Molecules 2025 dataset describes a cluster of 2 separate species, C3H6N2O in total. The level of theory is the ωB97M-V functional and the def2-TZVPD basis.

Summary:
E_HOMO: -0.3686 hartree
LUMO: 0.0331 Eh
SMILES: N=C=N.CC=O
ΔE to the lowest compared entry with this formula, charge and spin: 159.5 kJ/mol

Geometry as ORCA input:
```
! wB97M-V def2-TZVPD RIJCOSX def2/J DEFGRID3
* xyz 0 1
C -0.530 0.028 1.770
C -0.328 -0.192 -2.346
N -0.464 0.805 -1.650
N -0.344 -1.227 -3.007
C 0.941 0.234 1.567
O 1.446 0.726 0.579
H -1.090 0.235 0.855
H -0.871 0.698 2.569
H -0.722 -0.996 2.108
H 0.251 0.986 -0.942
H 0.119 -1.215 -3.908
H 1.593 -0.082 2.406
*
```



This record from the Open Molecules 2025 dataset describes an isolated molecule of C3H6N2O. The level of theory is the ωB97M-V functional and the def2-TZVPD basis.

Summary:
E_HOMO: -0.3828 hartree
LUMO: 0.0263 Eh
SMILES: N#C[C@@H](N)CO
ΔE to the lowest compared entry with this formula, charge and spin: 246.4 kJ/mol

Geometry as ORCA input:
```
! wB97M-V def2-TZVPD RIJCOSX def2/J DEFGRID3
* xyz 0 1
N 0.281 0.353 1.650
C 0.465 -0.338 0.395
C -0.901 -0.652 -0.271
O -1.159 0.469 -1.113
C 1.007 0.432 -0.776
N 1.287 0.791 -1.845
H 1.153 0.737 1.999
H -0.367 1.124 1.520
H 1.144 -1.187 0.548
H -0.876 -1.603 -0.822
H -1.669 -0.739 0.519
H -0.367 0.611 -1.804
*
```



This record from the Open Molecules 2025 dataset describes an isolated molecule of C3H6N2O. The level of theory is the ωB97M-V functional and the def2-TZVPD basis.

Summary:
E_HOMO: -0.3760 hartree
LUMO: 0.0246 Eh
SMILES: C[C@@](N)(O)C#N
ΔE to the lowest compared entry with this formula, charge and spin: 191.5 kJ/mol

Geometry as ORCA input:
```
! wB97M-V def2-TZVPD RIJCOSX def2/J DEFGRID3
* xyz 0 1
C -1.579 -0.167 0.079
C 0.750 -1.067 -0.572
C -0.216 0.276 -0.197
N -2.626 -0.588 0.290
N 0.298 0.745 1.124
O 0.001 1.174 -1.184
H 1.706 -1.012 0.011
H 0.147 -1.933 -0.282
H 0.859 -1.007 -1.612
H 0.190 0.062 1.841
H -0.129 1.618 1.349
H 0.598 1.898 -0.846
*
```



This record from the Open Molecules 2025 dataset describes a structure of composition C3H6N2O. The level of theory is the ωB97M-V functional and the def2-TZVPD basis.

Summary:
E_HOMO: -0.3455 hartree
LUMO: -0.0079 Eh
ΔE to the lowest compared entry with this formula, charge and spin: 549.2 kJ/mol

Geometry as ORCA input:
```
! wB97M-V def2-TZVPD RIJCOSX def2/J DEFGRID3
* xyz 0 1
C 0.027 -0.889 1.625
C 0.275 0.265 -0.275
C 0.743 1.336 -1.211
H -0.995 -0.305 1.430
H 0.273 -1.977 1.271
H 0.208 -0.745 2.966
H -1.056 -1.304 -0.958
H -1.207 0.201 -1.860
H 1.723 1.743 -0.771
N 0.984 -0.178 0.669
N -0.988 0.055 -0.827
O 0.014 1.799 -2.060
*
```



This record from the Open Molecules 2025 dataset describes an isolated molecule of C3H6N2O. The level of theory is the ωB97M-V functional and the def2-TZVPD basis.

Summary:
E_HOMO: -0.3576 hartree
LUMO: 0.0404 Eh
SMILES: NC(=O)N1CC1
ΔE to the lowest compared entry with this formula, charge and spin: 112.2 kJ/mol

Geometry as ORCA input:
```
! wB97M-V def2-TZVPD RIJCOSX def2/J DEFGRID3
* xyz 0 1
N 2.006 0.360 -0.637
C 0.962 -0.286 -0.061
O 1.070 -1.072 0.861
N -0.276 0.104 -0.670
C -1.421 -0.700 -0.253
C -1.239 0.654 0.297
H 1.865 0.860 -1.499
H 2.938 0.110 -0.349
H -2.147 -0.878 -1.041
H -1.201 -1.534 0.410
H -1.826 1.492 -0.068
H -0.904 0.721 1.330
*
```



This record from the Open Molecules 2025 dataset describes a structure of composition C3H6N2O. The level of theory is the ωB97M-V functional and the def2-TZVPD basis.

Summary:
E_HOMO: -0.2997 hartree
LUMO: 0.0097 Eh
ΔE to the lowest compared entry with this formula, charge and spin: 455.0 kJ/mol

Geometry as ORCA input:
```
! wB97M-V def2-TZVPD RIJCOSX def2/J DEFGRID3
* xyz 0 1
N -1.545 -0.542 0.178
C -0.924 0.498 -0.481
C 1.222 0.365 0.398
O 0.985 -0.790 1.091
C 1.815 0.086 -0.886
N 2.338 -0.046 -1.916
H -1.939 -0.317 1.081
H -1.009 -1.402 0.220
H -0.611 0.270 -1.498
H -1.452 1.452 -0.397
H 0.181 0.976 0.185
H 0.939 -0.550 2.026
*
```



Computed values of total energy (unit: hartree) for the preceding records, in sequence: -302.60357, -302.61099, -302.52035, -302.63553, -302.66028, -302.52203, -302.63233, -302.59924, -302.62017, -302.48391, -302.65036, -302.51978.